C28H35Cl3FNPdSi as an isolated structure, computed with ωB97M-V/def2-TZVPD.

<S²>   6.0790
Molecular weight   645.458 g/mol
Largest force on an atom   0.0103 hartree/bohr
Energy above the lowest of the compared OMol25 structures with the same formula, charge and spin   21.38 kcal/mol
Net charge   +2
2S+1   5

XYZ file:
```
70
Properties=species:S:1:pos:R:3:forces:R:3:mulliken_spin:R:1
Pd 0.0077 0.2352 1.1552 -0.352 -0.250 0.305 1.035
C -0.7773 -2.4362 4.8694 -0.006 -0.006 -0.001 0.010
C -0.9769 -1.0366 4.2922 0.041 0.113 -0.022 -0.025
C -1.9859 -0.2493 5.1401 0.012 -0.011 0.020 0.008
C -1.4077 -1.0597 2.8336 -0.032 -0.058 -0.076 0.066
C -2.0833 0.0481 2.2561 0.027 -0.081 0.078 0.051
C -2.6731 -0.0395 0.9935 0.092 0.056 -0.006 -0.021
C -2.5951 -1.2101 0.2360 0.076 -0.030 0.002 0.134
C -3.2632 -1.3232 -1.0969 0.005 0.027 -0.011 0.002
C -1.8942 -2.3038 0.7829 0.005 0.095 -0.037 0.009
C -1.3252 -2.2344 2.0350 -0.042 0.046 0.070 0.116
H -0.4889 -2.3530 5.9159 -0.003 -0.001 0.002 -0.002
H 0.0069 -3.0030 4.3675 0.017 0.007 -0.007 0.000
H -1.7020 -3.0151 4.8261 -0.001 -0.011 0.003 -0.002
H -0.0255 -0.4961 4.3518 -0.030 -0.018 -0.031 -0.003
H -3.0015 -0.6246 5.0008 0.001 -0.021 0.000 0.000
H -1.9731 0.8167 4.9179 0.004 0.003 -0.001 0.000
H -1.7328 -0.3589 6.1934 0.007 0.010 -0.003 0.000
H -2.1808 0.9630 2.8232 -0.085 -0.041 0.047 -0.001
H -3.2291 0.8094 0.6205 -0.020 -0.030 -0.025 0.001
H -2.5521 -1.6356 -1.8636 -0.001 -0.014 -0.002 0.005
H -3.7163 -0.3812 -1.3989 0.000 0.000 -0.010 0.000
H -4.0482 -2.0809 -1.0615 0.003 -0.007 0.005 0.009
H -1.8210 -3.2259 0.2196 -0.023 0.007 -0.029 -0.002
H -0.8284 -3.1111 2.4283 -0.039 0.004 0.057 0.002
C -2.1181 2.5750 -0.9910 -0.015 0.009 -0.036 0.031
C -1.6286 3.6505 -1.9597 -0.009 -0.010 0.015 0.003
C -1.7427 3.1833 -3.4187 0.010 0.010 0.021 0.013
C -0.2636 4.2056 -1.6109 0.012 -0.047 0.053 0.166
C -0.1236 5.5599 -1.4612 -0.020 0.040 0.010 0.030
C 1.1073 6.1370 -1.1301 0.042 -0.049 0.002 0.169
C 2.2432 5.3460 -0.9324 -0.096 0.041 0.005 0.009
C 2.1995 3.9805 -1.0555 -0.092 -0.041 -0.061 0.156
C 3.4776 3.2014 -0.8306 -0.028 0.000 0.011 0.017
C 4.0743 2.6251 -2.1194 0.041 0.008 0.012 0.015
C 3.3437 2.1364 0.2523 -0.019 -0.049 -0.039 0.032
C 0.9245 3.3883 -1.4466 0.212 0.053 0.024 0.163
N 0.8242 2.0663 -1.6351 0.099 0.226 -0.178 0.627
C 0.9509 1.3114 -2.7060 -0.029 -0.055 0.026 0.152
C 1.3751 1.8194 -3.9757 -0.040 -0.019 0.034 0.201
C 1.5076 0.9816 -5.0463 -0.009 -0.031 -0.008 -0.046
C 1.2243 -0.3879 -4.9167 0.008 0.023 -0.003 0.224
C 0.7899 -0.9217 -3.7017 -0.012 0.008 -0.004 -0.047
C 0.6564 -0.0820 -2.6352 0.037 0.033 0.005 0.101
F 0.2095 -0.5611 -1.4582 0.033 0.011 -0.013 0.007
H -3.1367 2.2902 -1.2603 -0.013 0.037 0.016 0.001
H -2.1237 2.9363 0.0391 0.034 -0.008 0.008 -0.004
H -1.5032 1.6745 -1.0472 -0.011 -0.009 -0.002 -0.004
H -2.3026 4.5017 -1.8463 0.006 0.003 -0.026 -0.002
H -1.3772 2.1650 -3.5512 0.029 -0.012 -0.010 0.005
H -1.2005 3.8395 -4.0999 -0.016 0.013 -0.011 -0.003
H -2.7903 3.1926 -3.7176 -0.008 -0.021 0.003 0.001
H -0.9883 6.1965 -1.5963 0.011 0.013 0.003 0.007
H 1.1790 7.2103 -1.0130 -0.006 0.008 0.001 -0.011
H 3.1786 5.8220 -0.6713 0.008 0.004 0.005 0.008
H 4.1890 3.9416 -0.4592 -0.016 0.017 -0.017 0.000
H 3.5375 1.7424 -2.4642 -0.012 -0.019 0.006 0.007
H 5.1027 2.3208 -1.9252 0.000 -0.003 -0.009 0.001
H 4.0942 3.3613 -2.9236 0.004 0.005 -0.006 -0.005
H 2.6888 1.3324 -0.0910 -0.017 -0.016 0.028 -0.002
H 2.9370 2.5452 1.1749 0.004 0.003 0.022 -0.005
H 4.3229 1.7037 0.4609 -0.005 -0.004 -0.007 0.002
H 1.5927 2.8766 -4.0524 0.001 0.009 -0.006 0.001
H 1.8331 1.3727 -5.9999 0.005 -0.005 -0.007 0.004
H 1.3380 -1.0424 -5.7697 -0.003 -0.001 -0.006 0.001
H 0.5557 -1.9719 -3.5958 0.004 -0.007 0.000 -0.001
Cl 3.3162 -1.4337 0.3661 0.029 -0.085 -0.062 0.054
Si 1.8563 -1.0022 1.6891 0.160 0.171 -0.055 0.234
Cl 0.7226 1.8444 2.7049 0.044 -0.033 -0.161 0.265
Cl 2.5117 -1.5158 3.5015 -0.016 -0.014 0.093 0.032
```
Forces are in eV/Å.



A 2-piece molecular cluster, H5N4 overall, computed with ωB97M-V/def2-TZVPD.

Molecular weight   61.068 g/mol
Largest force on an atom   0.0914 hartree/bohr
Energy above the lowest of the compared OMol25 structures with the same formula, charge and spin   102.76 kcal/mol
Net charge   +1
2S+1   1

XYZ file:
```
9
Properties=species:S:1:pos:R:3:forces:R:3:lowdin_charge:R:1
N -2.0476 0.1392 0.0276 -0.704 -0.207 -0.459 0.174
N 0.4428 1.0484 0.0083 -1.971 0.747 2.267 0.112
N 0.7585 -1.0823 -0.0334 3.474 0.829 -3.051 0.166
N 0.1738 -0.1322 0.5026 0.902 1.778 -0.793 -0.086
H -2.4832 0.6937 0.7762 -0.251 0.088 0.305 -0.033
H -0.2188 1.6655 0.4675 0.445 0.468 -0.181 0.119
H 0.9529 1.5299 -0.7510 0.250 -1.653 -0.059 0.179
H 0.7516 -2.0110 0.3365 -0.386 -0.475 0.440 0.154
H 1.5125 -0.7816 -0.7769 -1.759 -1.575 1.531 0.216
```
Forces are in eV/Å.